1.
DFT (ωB97M-V/def2-TZVPD) results for a structure of composition C44H39BrN2ORhSb2 in a non-equilibrium geometry.

Each line ends with the Mulliken charge.
Cartesian coordinates (Å):
1 Rh -0.92748 1.03111 -0.56416  0.355
2 Br 1.28295 7.69803 2.64270  -0.156
3 C 1.14193 6.12577 1.60922  -0.481
4 C 2.21520 5.68827 0.85269  -0.674
5 C 2.09965 4.53569 0.09314  -0.452
6 C 0.91840 3.80239 0.07639  0.273
7 O 0.79372 2.67805 -0.67560  0.009
8 C -0.16607 4.22111 0.86909  0.845
9 C -1.43884 3.54305 1.06408  -0.412
10 N -1.79495 2.37057 0.69260  0.262
11 C -3.09032 1.90778 1.07350  -0.613
12 C -3.76162 2.26372 2.21099  -0.237
13 C -5.06920 1.78420 2.43724  -1.048
14 C -5.68735 0.97706 1.52635  -0.850
15 C -5.00181 0.56925 0.35657  1.329
16 C -5.56902 -0.25699 -0.64094  -0.792
17 C -4.82285 -0.58260 -1.73418  -0.875
18 C -3.48664 -0.14844 -1.81622  -1.014
19 N -2.90753 0.58389 -0.88857  -0.136
20 C -3.67978 1.00282 0.16465  0.241
21 C -0.02760 5.39845 1.61523  -1.029
22 H 3.14560 6.23900 0.85585  0.464
23 H 2.95812 4.20201 -0.46910  0.515
24 H -2.16055 4.13049 1.62945  0.573
25 H -3.29525 2.89946 2.95228  0.599
26 H -5.58318 2.07286 3.34371  0.419
27 H -6.69811 0.62745 1.69190  0.429
28 H -6.58772 -0.60647 -0.53120  0.461
29 H -5.22655 -1.18516 -2.53561  0.486
30 H -2.88266 -0.41287 -2.67261  1.075
31 H -0.85961 5.73550 2.22002  0.504
32 C -0.85985 -2.79420 -1.49192  -1.114
33 C -0.97307 -3.14817 -0.00332  -0.052
34 C -1.73834 -2.20051 0.87361  -0.706
35 Sb 0.09160 -0.58480 1.57021  1.076
36 C 0.81752 -2.47356 2.36128  -0.144
37 C 0.05274 -3.17575 3.28795  -0.440
38 C 0.53050 -4.34808 3.86277  -0.925
39 C 1.78230 -4.83390 3.51634  -0.501
40 C 2.56241 -4.13419 2.60685  -0.770
41 C 2.08515 -2.95857 2.04076  -0.059
42 C 1.31739 0.36762 3.09080  0.024
43 C 1.49185 1.74160 2.94438  0.079
44 C 2.31546 2.45365 3.80456  -0.390
45 C 2.96562 1.78931 4.83428  -0.564
46 C 2.78194 0.42268 4.99938  -0.836
47 C 1.95376 -0.28881 4.14056  -0.357
48 Sb -0.06486 -0.89439 -2.05845  0.740
49 C 2.01195 -1.38215 -2.09436  0.879
50 C 2.95963 -0.62625 -2.78321  -0.349
51 C 4.30098 -0.98159 -2.76758  -0.994
52 C 4.71813 -2.09653 -2.05465  -0.616
53 C 3.78613 -2.85412 -1.36334  -0.649
54 C 2.44362 -2.49961 -1.38625  -0.371
55 C -0.51348 -1.02750 -4.15675  0.997
56 C 0.34368 -0.47911 -5.10858  -0.446
57 C 0.04091 -0.54025 -6.46132  -0.791
58 C -1.12889 -1.15117 -6.88781  -0.542
59 C -1.99053 -1.70437 -5.95411  -0.855
60 C -1.68396 -1.64196 -4.60089  -0.118
61 H -1.84340 -2.84282 -1.96411  0.437
62 H -0.23935 -3.52748 -2.00987  0.826
63 H 0.00663 -3.35019 0.42893  -0.175
64 H -1.49400 -4.11434 0.04674  0.496
65 H -2.04564 -2.55913 1.84451  0.524
66 H -2.46529 -1.56444 0.38185  -0.046
67 H -0.92532 -2.81020 3.58016  0.403
68 H -0.07634 -4.87877 4.58550  0.420
69 H 2.15311 -5.74759 3.96200  0.410
70 H 3.54768 -4.49922 2.34387  0.428
71 H 2.71704 -2.40898 1.35320  0.730
72 H 0.98343 2.26145 2.14015  0.094
73 H 2.44446 3.52125 3.67179  0.452
74 H 3.61046 2.33440 5.51116  0.396
75 H 3.28192 -0.09551 5.80767  0.397
76 H 1.81878 -1.34994 4.29414  0.371
77 H 2.67125 0.25096 -3.34746  0.274
78 H 5.02018 -0.38726 -3.31648  0.428
79 H 5.76372 -2.37417 -2.04260  0.404
80 H 4.09940 -3.72805 -0.80596  0.454
81 H 1.73852 -3.11216 -0.83959  0.344
82 H 1.26897 -0.00486 -4.81139  0.174
83 H 0.72439 -0.11261 -7.18335  0.418
84 H -1.36390 -1.20152 -7.94255  0.384
85 H -2.90026 -2.19425 -6.27673  0.413
86 H -2.36836 -2.10963 -3.90234  0.261
87 C 1.74867 2.48304 -1.72750  -0.827
88 H 1.97437 3.42942 -2.21760  0.597
89 H 1.26264 1.82268 -2.43699  -0.247
90 H 2.65505 2.01915 -1.33785  0.483

Computed properties:
* DFT total energy: -5049.56270 hartree
* HOMO level: -9.05 eV
* E_LUMO: -3.348 eV
* net charge: +1

***

2.
DFT (ωB97M-V/def2-TZVPD) results for a structure of composition C44H39Cl2CsF7N5O4Sb in a non-equilibrium geometry.

Each line ends with the Mulliken spin population.
Cartesian coordinates (Å):
1 Cs -0.94491 -0.78981 -1.68905  0.002
2 C 0.72569 -4.67102 -2.36441  0.001
3 C -0.52430 -4.02681 -2.46269  0.000
4 N -1.23184 -3.65847 -1.42385  0.000
5 C -0.74284 -3.89614 -0.17542  0.000
6 C 0.49427 -4.56711 0.03520  0.001
7 C 1.22034 -4.94388 -1.12248  -0.001
8 C 0.96687 -4.83670 1.34055  -0.001
9 C 0.20009 -4.43582 2.40831  0.000
10 C -1.02177 -3.76657 2.24202  -0.001
11 C -1.52317 -3.43511 0.96816  0.001
12 N -2.58888 -2.65093 0.75748  0.000
13 C -3.59496 -2.47252 1.61612  -0.001
14 C -4.24129 -3.50185 2.32564  0.001
15 C -5.35909 -3.26310 3.13364  -0.001
16 C -5.88076 -2.00219 3.31334  0.001
17 C -5.25777 -0.91501 2.65717  -0.001
18 C -5.68873 0.42159 2.82518  0.001
19 C -5.03048 1.44118 2.20094  0.001
20 C -3.92393 1.12602 1.38458  0.007
21 N -3.49609 -0.09762 1.19194  0.000
22 C -4.13662 -1.12728 1.80757  -0.001
23 H 1.27973 -4.92246 -3.26274  0.000
24 H -0.95811 -3.81227 -3.44023  0.000
25 H 2.18505 -5.42948 -1.00134  0.000
26 H 1.92070 -5.33997 1.47670  0.000
27 H 0.55404 -4.63103 3.41669  0.000
28 H -1.58263 -3.43629 3.11048  0.000
29 H -3.86475 -4.51015 2.20242  0.000
30 H -5.82830 -4.10548 3.63527  0.000
31 H -6.74579 -1.82803 3.94495  0.000
32 H -6.54397 0.62088 3.46324  0.000
33 H -5.34143 2.47440 2.32352  0.001
34 H -3.37645 1.92163 0.87261  0.002
35 C -0.95412 2.14969 3.54852  0.004
36 C 0.13220 1.11110 3.24161  0.021
37 C -0.43703 0.01701 2.34433  0.015
38 C 1.42255 1.66541 2.65390  -0.006
39 C 2.59088 1.57636 3.40825  0.000
40 C 3.81532 1.99572 2.91489  -0.001
41 C 3.88093 2.47723 1.61807  0.002
42 C 2.74979 2.56606 0.80510  0.029
43 C 2.96012 2.94740 -0.65984  0.016
44 C 2.44260 4.34389 -1.03369  0.007
45 C 2.43809 1.88495 -1.63995  0.020
46 C 1.51188 2.18320 1.34941  -0.038
47 N 0.37442 2.12200 0.51499  0.472
48 C -0.38456 3.17285 0.26314  0.034
49 C -0.28072 4.44946 0.89308  0.226
50 C -1.17909 5.44866 0.61398  -0.099
51 C -2.21270 5.23264 -0.31139  0.234
52 C -2.33844 4.00860 -0.96571  -0.120
53 C -1.44002 3.01000 -0.68250  0.146
54 F -1.54005 1.85618 -1.30777  0.027
55 H -1.75577 1.67230 4.11748  0.000
56 H -1.40597 2.54654 2.63652  0.001
57 H -0.56431 2.98953 4.13809  0.000
58 H 0.42242 0.67644 4.20055  0.000
59 H -0.83119 0.49350 1.44021  -0.013
60 H -1.27261 -0.49891 2.82524  0.000
61 H 0.31289 -0.72553 2.06329  0.004
62 H 2.52570 1.16172 4.40856  0.000
63 H 4.70936 1.92223 3.52191  0.000
64 H 4.83919 2.76274 1.19772  0.001
65 H 4.04421 2.98073 -0.78089  -0.001
66 H 1.35178 4.37029 -1.10376  0.000
67 H 2.83951 4.63457 -2.01098  0.001
68 H 2.75393 5.09428 -0.30068  -0.002
69 H 1.34631 1.86362 -1.67497  -0.011
70 H 2.77147 0.88282 -1.35269  -0.002
71 H 2.80417 2.08716 -2.65121  0.000
72 H 0.51493 4.59043 1.61501  0.008
73 H -1.09356 6.40436 1.11475  -0.001
74 H -2.92413 6.02026 -0.52015  0.016
75 H -3.12578 3.81604 -1.68264  -0.001
76 Cl 1.18333 2.99821 -6.06505  0.000
77 C 0.02163 2.14874 -4.99553  0.000
78 Cl 0.80829 1.00921 -3.91046  0.000
79 H -0.67876 1.59656 -5.60527  0.000
80 H -0.47939 2.89623 -4.39861  0.000
81 F -2.62865 0.32537 -3.08849  0.000
82 Sb -3.53367 -0.25012 -4.66576  0.000
83 F -3.10346 -2.06740 -4.40551  0.000
84 F -1.91053 -0.08795 -5.63773  0.000
85 F -4.43263 -0.66720 -6.27254  0.000
86 F -3.86703 1.58461 -5.00416  0.000
87 F -5.12637 -0.44898 -3.69134  0.000
88 O 1.15787 -1.44906 -0.03946  0.001
89 C 1.78445 -1.59326 -1.10678  -0.001
90 O 1.31909 -1.63590 -2.27916  0.000
91 C 3.30589 -1.66465 -0.95777  0.000
92 C 3.91820 -1.01898 0.10857  0.001
93 C 5.30514 -1.00181 0.22969  0.000
94 C 6.09090 -1.66540 -0.69658  0.000
95 C 5.45895 -2.33627 -1.73245  0.000
96 C 4.08545 -2.33257 -1.89408  0.000
97 N 6.29926 -3.06492 -2.71000  0.000
98 O 5.76559 -3.88781 -3.42336  0.000
99 O 7.48557 -2.78438 -2.76816  0.000
100 H 3.28353 -0.52938 0.84365  -0.001
101 H 5.77477 -0.47096 1.05254  0.000
102 H 7.16872 -1.68138 -0.62900  0.000
103 H 3.61129 -2.81668 -2.73847  0.000

Computed properties:
* multiplicity: 2
* DFT total energy: -4154.85179 hartree
* HOMO level (alpha / beta): -1.29 / -1.29 eV
* E_LUMO (alpha / beta): 3.449 / 2.123 eV
* net charge: -2

***

3.
DFT (ωB97M-V/def2-TZVPD) results for a cluster of 3 separate species, C44H39ClN2O8P in total in a non-equilibrium geometry.

Each line ends with the Mulliken charge.
Cartesian coordinates (Å):
1 C 5.07036 -1.72753 -4.45311  -0.734
2 O 4.80198 -0.35731 -4.60946  -0.369
3 C 3.44668 -0.03731 -4.46385  -0.436
4 C 3.27724 1.46137 -4.62891  -0.651
5 C 1.99087 1.86583 -5.34435  -1.150
6 C 0.70805 1.22532 -4.79742  0.337
7 C -0.01678 2.14657 -3.82262  -0.446
8 C -1.16490 1.49383 -3.02851  -2.105
9 C -1.82334 0.32166 -3.71360  0.691
10 C -1.42816 -0.93039 -3.17213  -0.543
11 C -1.84107 -2.11782 -3.66539  -0.519
12 O -1.43873 -3.30166 -3.10922  -0.568
13 C -2.71701 -2.14452 -4.77641  0.376
14 C -3.11910 -3.40488 -5.24246  -0.998
15 C -3.93930 -3.50552 -6.28626  -0.587
16 N -4.34559 -2.35781 -6.87367  -0.038
17 C -4.00283 -1.12694 -6.48995  0.859
18 Cl -4.70965 0.00729 -7.52313  -0.115
19 C -3.15479 -0.90421 -5.36299  0.202
20 C -2.69898 0.37064 -4.77382  0.515
21 P -3.19850 2.07451 -5.22874  1.029
22 N -2.73753 3.21367 -4.30953  -0.875
23 O -4.78872 1.97448 -5.18932  -0.581
24 O -2.73285 2.16165 -6.75421  -0.516
25 H 4.67436 -2.10195 -3.50409  0.296
26 H 4.62200 -2.31102 -5.26250  0.296
27 H 6.14622 -1.85391 -4.45928  0.268
28 H 3.08187 -0.37137 -3.48313  0.336
29 H 2.84349 -0.57321 -5.21168  0.352
30 H 3.35670 1.97769 -3.67343  0.253
31 H 4.12295 1.80752 -5.22073  0.407
32 H 2.08373 1.64284 -6.40642  0.407
33 H 1.87493 2.94771 -5.27814  0.390
34 H 0.04359 1.00003 -5.63537  0.117
35 H 0.91315 0.26968 -4.31317  0.149
36 H 0.71194 2.47901 -3.08307  0.438
37 H -0.37062 3.03246 -4.34311  0.039
38 H -1.90127 2.24683 -2.77138  0.828
39 H -0.74048 1.12080 -2.10168  0.383
40 H -0.76823 -0.94448 -2.31691  0.581
41 H -0.59198 -3.55463 -3.49762  0.332
42 H -2.76148 -4.28113 -4.72967  0.603
43 H -4.29251 -4.43256 -6.70207  0.467
44 H -4.96097 -2.43118 -7.67283  0.260
45 H -2.11273 3.89014 -4.72669  0.269
46 H -5.16094 1.09256 -5.10743  0.408
47 H -2.77253 3.08573 -7.04175  0.358
48 C 0.85930 -2.34598 4.95783  -0.466
49 C 0.56185 -3.65461 5.32170  -0.611
50 C -0.36039 -4.38905 4.59451  -0.575
51 C -1.00096 -3.81372 3.50489  0.319
52 C -0.71496 -2.49240 3.14826  0.188
53 C 0.22338 -1.76869 3.87145  -0.803
54 C -1.40902 -1.83383 2.01057  0.609
55 O -1.15546 -0.69369 1.67792  -0.685
56 C -2.43581 -2.62859 1.27449  0.126
57 C -3.13715 -2.02382 0.23978  -0.641
58 C -4.07174 -2.74720 -0.48300  -0.549
59 C -4.31100 -4.08339 -0.17256  -0.600
60 C -3.62902 -4.68447 0.87013  -0.647
61 C -2.69258 -3.95987 1.59843  0.343
62 C -1.97727 -4.62884 2.72893  0.536
63 O -2.19073 -5.79058 2.99421  -0.653
64 H 1.58215 -1.77518 5.52672  0.511
65 H 1.05250 -4.10171 6.17549  0.421
66 H -0.59506 -5.40924 4.86368  0.484
67 H 0.44545 -0.75049 3.58180  0.590
68 H -2.93980 -0.98489 0.00999  0.641
69 H -4.61417 -2.27350 -1.29201  0.526
70 H -5.03409 -4.65343 -0.74100  0.423
71 H -3.80909 -5.71787 1.13156  0.502
72 C 5.30530 4.00273 9.47491  -0.479
73 C 5.02518 2.68020 9.80011  -0.496
74 C 4.08495 1.96967 9.07410  -0.514
75 C 3.41405 2.58197 8.02306  0.184
76 C 3.68650 3.91488 7.70451  0.129
77 C 4.63828 4.61916 8.43018  -0.565
78 C 2.96462 4.60967 6.59951  0.575
79 O 3.20924 5.76074 6.31186  -0.653
80 C 1.92446 3.83611 5.85945  0.294
81 C 1.20294 4.46552 4.85275  -0.591
82 C 0.24295 3.76105 4.14641  -0.565
83 C -0.00051 2.42302 4.43968  -0.488
84 C 0.71111 1.79643 5.44804  -0.735
85 C 1.67383 2.49746 6.16053  0.212
86 C 2.41746 1.79360 7.24567  0.613
87 O 2.21822 0.61915 7.47796  -0.659
88 H 6.04465 4.55355 10.04056  0.404
89 H 5.54290 2.20408 10.62186  0.399
90 H 3.86027 0.93967 9.31255  0.470
91 H 4.84361 5.64746 8.16801  0.479
92 H 1.40449 5.50484 4.63438  0.485
93 H -0.31940 4.25424 3.36479  0.413
94 H -0.74778 1.87211 3.88286  0.492
95 H 0.52785 0.75923 5.69371  0.593

Computed properties:
* DFT total energy: -3212.90585 hartree
* HOMO level: -10.88 eV
* E_LUMO: -4.806 eV
* net charge: +1